Here is 13 unconnected molecules or ions with the total composition C44H72N6O7 in a non-equilibrium geometry from the Open Molecules 2025 dataset. Energies are from ωB97M-V/def2-TZVPD.

## Properties
- molar mass (g/mol) = 797.1
- highest occupied orbital energy (eV) = -9.01
- net charge = 0
- HOMO-LUMO gap (eV) = 9.6
- strongest force on any atom (eV/A) = 3.58

XYZ file:
```
129
Properties=species:S:1:pos:R:3:forces:R:3
N 10.11978 11.53951 14.56607 0.14 -0.41 0.43
C 11.28953 11.43912 15.22078 -1.19 0.10 -0.44
C 12.11985 10.34917 15.14272 0.79 0.62 0.21
C 11.77283 9.30416 14.34768 0.25 -1.54 -0.62
C 10.51816 9.33781 13.72946 0.45 -0.93 0.22
C 9.73370 10.45150 13.86991 0.82 0.77 0.95
H 11.58538 12.21389 15.89941 -0.16 0.75 0.02
H 13.06127 10.40207 15.67077 0.03 -0.25 0.08
H 12.50265 8.46875 14.25457 -0.94 0.48 -0.11
H 10.09455 8.48636 13.20544 0.35 0.03 -0.12
H 8.76388 10.44766 13.42998 -0.61 0.34 -0.27
N 13.19345 15.12462 18.04720 0.11 1.50 0.40
C 12.92813 16.15472 17.18896 1.08 -0.30 1.86
C 13.11429 17.49668 17.52428 0.26 -0.62 0.49
C 13.57959 17.80492 18.80734 0.36 1.19 0.17
C 13.81152 16.78721 19.74017 -0.20 -0.17 -1.02
C 13.61506 15.45530 19.29809 -0.33 0.66 -0.90
H 12.70368 15.88548 16.18624 -0.48 -0.31 -0.66
H 12.97072 18.26001 16.77702 -0.07 0.17 -0.08
H 13.83810 18.89350 19.05472 -0.56 -1.75 -0.26
H 14.17224 17.07296 20.72895 -0.08 -0.49 -0.21
H 13.83922 14.60409 19.93051 -0.05 0.09 0.14
N 15.86638 8.98406 16.37725 -0.25 -1.28 0.39
C 16.94331 9.03574 17.16041 -0.49 0.42 -0.48
C 17.98860 9.88509 16.92617 1.56 1.03 -1.16
C 17.95344 10.68821 15.76134 -0.29 0.53 1.32
C 16.76411 10.69881 15.06043 1.44 2.10 -2.12
C 15.83449 9.77763 15.33370 -1.93 -0.51 0.01
H 16.97620 8.38714 17.99380 -0.19 -0.62 0.86
H 18.86247 9.95709 17.58765 -0.45 -0.32 -0.26
H 18.74732 11.40124 15.52923 -0.13 -0.28 0.11
H 16.45979 11.41611 14.25303 1.06 -0.65 0.81
H 14.99313 9.78842 14.63468 -0.21 -0.53 0.54
N 13.41607 9.03025 11.29332 1.43 -0.67 -1.42
C 14.34954 8.12091 10.86967 -0.39 1.76 1.67
C 15.72291 8.41292 10.93446 0.82 -2.40 -0.77
C 16.16662 9.63568 11.33586 -1.10 2.07 0.77
C 15.21047 10.60075 11.72267 0.37 -1.34 -1.34
C 13.88047 10.25753 11.59316 0.12 -1.02 0.43
H 13.95895 7.15616 10.59525 0.10 -0.21 -0.12
H 16.49757 7.61852 10.70076 -1.21 0.96 0.02
H 17.17857 9.99223 11.32961 0.57 -0.56 0.05
H 15.49912 11.60320 11.93285 0.12 0.63 0.37
H 13.13289 10.97828 11.76259 -0.87 0.92 0.44
N 15.96496 19.17998 16.25605 1.08 0.69 2.30
C 15.97316 20.11917 17.26540 0.12 -1.66 -1.13
C 16.72656 19.96416 18.46160 -0.01 2.30 0.54
C 17.66701 18.98139 18.60320 -0.35 -2.46 -1.79
C 17.64230 18.03168 17.53022 0.70 -0.38 1.46
C 16.80183 18.12090 16.45472 -1.38 0.36 -0.94
H 15.30550 20.95380 17.01690 0.35 -0.15 0.72
H 16.69757 20.71910 19.28218 -0.44 -0.42 -0.94
H 18.31231 18.73885 19.47330 -0.66 0.73 -0.62
H 18.19897 17.10515 17.62289 0.26 0.13 -0.03
H 16.70359 17.28992 15.71694 0.35 0.76 0.60
N 11.12646 12.45476 11.49417 -0.71 -0.88 -0.57
C 10.46094 11.31994 11.10346 -0.44 1.75 0.60
C 9.11565 11.43719 10.74956 0.98 -0.71 -0.08
C 8.48042 12.67521 10.74068 -2.07 -2.24 -0.99
C 9.13406 13.79608 11.04000 1.14 1.66 1.33
C 10.44912 13.60466 11.45612 1.76 1.00 0.29
H 10.96892 10.34890 11.21634 -0.14 0.64 -0.33
H 8.58444 10.53461 10.49037 -0.24 -0.03 -0.05
H 7.41931 12.66960 10.48490 0.22 0.18 0.02
H 8.65375 14.77983 11.14284 0.32 -0.54 -0.30
H 11.06369 14.48918 11.76503 -0.73 -0.82 -0.17
C 13.47916 11.25137 7.58053 -0.61 -1.59 -0.79
C 14.77074 11.70792 8.08740 1.02 1.27 1.53
O 14.86405 13.15955 7.96270 0.10 -0.57 0.45
H 13.22513 11.49714 6.55978 0.21 0.43 -0.44
H 12.71594 11.65629 8.22526 -0.45 -0.12 0.20
H 13.49312 10.15236 7.59025 -0.41 0.12 0.31
H 15.70353 11.30905 7.72294 0.06 -0.56 -0.87
H 14.79072 11.37301 9.15599 0.09 1.05 -0.52
H 14.89218 13.32950 7.01276 -0.01 0.03 0.18
C 12.10980 18.99482 13.22886 0.16 -0.98 -1.51
C 13.57127 19.00852 13.59087 0.27 0.50 0.66
O 13.71479 19.84811 14.72464 0.48 0.08 0.87
H 11.74999 19.95782 12.96051 -0.14 1.12 -0.01
H 11.48407 18.62832 14.02676 -0.08 -0.33 0.26
H 11.95236 18.39746 12.29354 0.03 0.06 0.82
H 14.20769 19.39004 12.77358 -0.24 -0.16 0.00
H 13.90810 18.00938 13.84553 0.13 -0.43 -0.12
H 14.48929 19.57909 15.30436 -0.62 0.03 -1.18
C 12.61516 15.54948 9.56575 -0.34 -0.82 2.24
C 13.91952 16.24307 9.39344 -0.16 0.26 -3.56
O 14.29286 16.98889 10.51482 0.13 0.83 0.24
H 12.26516 14.89187 8.77688 0.31 0.07 -0.25
H 11.84641 16.26680 9.81250 -0.49 0.34 -0.16
H 12.72709 14.94547 10.50705 -0.21 0.19 -0.90
H 13.87676 16.81013 8.35720 0.27 -0.29 2.09
H 14.67578 15.49805 9.20438 0.44 -0.21 0.24
H 13.78773 17.81414 10.57501 0.12 -0.36 -0.06
C 18.20728 14.18966 10.91124 1.48 -0.61 0.52
C 16.96752 14.91092 10.57885 -1.65 -0.47 0.41
O 16.82107 16.09401 11.37675 0.96 -0.66 -0.26
H 19.06248 14.85424 10.79123 0.09 0.16 -0.21
H 18.36996 13.35207 10.21422 -0.18 0.16 0.34
H 18.29756 13.84298 11.94478 -0.41 -0.21 -0.08
H 16.05665 14.26248 10.70320 0.71 0.41 0.04
H 17.04187 15.09176 9.51990 -0.27 0.75 -0.56
H 16.07343 16.57956 11.03505 -0.71 0.43 -0.11
C 19.49786 14.81786 15.12772 -2.04 1.66 1.20
C 18.92909 15.76170 14.08939 -0.60 0.38 1.00
O 17.47839 15.62699 14.07504 2.21 -0.70 2.02
H 19.19562 13.83713 14.84717 0.18 -1.07 -0.09
H 19.08613 15.03320 16.15567 0.27 -0.26 -1.08
H 20.52983 14.98748 15.17283 1.71 -0.29 0.00
H 19.36965 15.49766 13.14174 -0.15 -0.01 -0.64
H 19.16831 16.82346 14.28380 0.04 -0.40 0.08
H 17.25012 15.99723 13.26223 -1.31 0.95 -2.64
C 14.01327 14.56552 13.22778 -0.73 0.85 -1.84
C 14.69117 14.32514 14.52394 1.94 0.95 -0.96
O 15.87025 13.54849 14.35952 -0.51 -1.67 -0.10
H 13.65029 13.65819 12.75466 -0.02 -0.30 -0.06
H 14.63469 15.11304 12.49328 0.25 -0.52 0.42
H 13.15515 15.25350 13.26060 -0.11 -0.26 0.62
H 14.07990 13.80545 15.20328 -0.86 -0.45 1.11
H 15.02830 15.29064 14.87890 -0.30 0.35 0.77
H 16.66793 14.07027 14.24301 -0.11 0.88 -0.08
C 15.95048 12.79635 18.41740 0.04 0.21 0.52
C 16.53347 13.96548 17.70421 0.62 0.71 -1.02
O 17.95820 14.08635 17.94344 -0.28 -0.58 0.02
H 14.88582 12.90143 18.32878 -0.75 -0.15 0.17
H 16.25214 12.85320 19.47585 -0.17 -0.46 -0.30
H 16.21901 11.86662 17.91356 0.21 -0.11 0.35
H 16.09488 14.93134 18.04120 0.22 -0.65 -0.38
H 16.38716 13.78997 16.61090 -0.11 0.62 0.68
H 18.29044 13.18752 17.78096 0.15 0.45 0.11
```
Positions in Å, forces in eV/Å.